Record 1
{"formula": "C36H58BN9O2S", "method": "the ωB97M-V functional and the def2-TZVPD basis", "elements": ["C", "H", "H", "H", "H", "C", "C", "H", "H", "H", "H", "H", "C", "C", "C", "H", "C", "H", "B", "H", "C", "N", "H", "H", "H", "C", "H", "H", "N", "C", "C", "C", "H", "C", "H", "H", "C", "N", "C", "C", "C", "C", "H", "H", "H", "H", "N", "H", "H", "H", "S", "H", "C", "H", "C", "C", "C", "N", "H", "C", "C", "H", "C", "N", "C", "H", "O", "C", "H", "H", "C", "H", "H", "H", "H", "H", "H", "H", "H", "H", "H", "H", "C", "H", "N", "H", "C", "C", "H", "H", "C", "H", "H", "O", "C", "H", "H", "N", "N", "H", "C", "H", "C", "C", "H", "H", "H"], "xyz": [[-5.434, -3.199, 2.823], [-8.875, 7.823, -1.172], [-4.237, 1.782, -4.319], [8.290, 3.762, -2.608], [-9.472, 6.237, -1.641], [5.415, 0.739, 1.794], [-8.624, 6.918, -1.725], [-0.274, -1.204, 2.031], [-2.647, -6.830, -4.199], [5.192, 1.105, 2.794], [1.838, 0.674, 0.084], [8.065, 4.386, -0.972], [6.917, 0.471, 1.636], [-4.444, 1.411, -3.316], [6.533, -5.747, 2.136], [1.678, 2.164, -0.845], [1.549, 1.718, 0.134], [-6.375, 2.354, -3.213], [2.352, 2.497, 1.258], [-8.506, 7.187, -2.776], [5.690, -4.478, 2.146], [-8.768, 3.196, -1.814], [-7.496, 6.041, -0.120], [-5.872, 1.555, -0.895], [-6.538, 7.019, -1.219], [-0.627, 2.887, 0.075], [-2.374, -5.248, -4.918], [-6.414, 0.703, -3.797], [-5.379, -1.513, -1.241], [-3.663, -2.158, 4.204], [-1.977, 3.040, 0.488], [-6.922, 5.035, -1.940], [7.455, 1.412, 1.780], [-6.303, 0.889, -1.646], [7.260, -0.252, 3.657], [-0.158, 3.581, -0.602], [-5.948, 1.362, -3.063], [4.007, -1.418, 1.376], [-3.768, -2.994, -4.319], [9.518, 2.790, -1.104], [-0.475, 0.861, 1.463], [-2.538, 2.086, 1.363], [5.061, -4.421, 1.259], [7.367, 2.835, -1.418], [-5.320, -1.131, 3.471], [-3.253, -5.035, -2.587], [-2.551, -2.189, 4.474], [9.437, 2.529, -0.047], [-7.384, 0.886, -1.510], [-5.225, -4.187, 3.238], [-4.182, 3.720, 0.898], [5.039, -4.441, 3.021], [4.631, -0.475, 1.559], [6.791, -5.909, 4.284], [-3.144, -5.922, -4.541], [9.834, 1.528, -1.916], [-5.797, -0.462, -1.420], [7.910, -0.215, -1.680], [2.151, 2.096, 3.111], [8.236, 3.481, -1.554], [0.307, -0.291, 2.028], [-4.992, -3.786, 0.789], [8.345, -4.763, 3.499], [-3.040, -2.196, -4.698], [0.092, 1.828, 0.555], [-4.653, -6.004, -3.013], [2.749, 1.825, 2.403], [-7.349, 6.291, -1.172], [1.794, 4.294, 0.923], [-6.508, -3.153, 2.632], [-7.957, 4.004, -1.864], [-3.603, -3.129, 1.645], [9.952, 1.772, -2.973], [6.971, -1.532, 2.474], [-6.001, 4.627, -1.522], [-6.738, 5.274, -2.988], [-3.800, -6.190, -5.372], [-2.244, 0.273, 2.493], [-3.947, 2.073, -2.601], [8.516, -0.703, 2.504], [5.879, -6.619, 2.071], [-5.399, -4.255, -4.630], [-4.681, -3.027, 1.507], [-4.879, -2.054, 1.067], [9.070, -3.882, 3.588], [10.764, 1.076, -1.570], [-3.933, -5.283, -3.403], [-5.084, -2.124, 3.859], [7.125, 0.135, 0.620], [5.089, 1.496, 1.081], [7.443, -0.562, 2.625], [0.542, -0.064, 3.066], [-3.991, 0.422, -3.236], [2.630, 3.843, 1.098], [-4.690, -4.022, -3.834], [1.251, -0.475, 1.535], [10.356, 3.483, -1.198], [-3.823, 2.371, 1.658], [-2.793, 4.034, 0.132], [7.986, -6.809, 3.350], [7.409, -5.885, 3.386], [-5.659, -2.273, 4.774], [8.763, 0.541, -1.784], [-1.784, 0.994, 1.836], [7.166, -5.755, 1.246], [6.319, -3.589, 2.153], [-5.248, -3.608, -2.993]], "lowdin_charge": [-0.258, 0.073, 0.075, 0.077, 0.072, -0.182, -0.107, 0.084, 0.070, 0.118, 0.099, 0.073, -0.256, -0.095, -0.261, 0.112, -0.024, 0.078, -0.647, 0.078, -0.114, 0.170, 0.111, 0.098, 0.110, 0.025, 0.071, 0.115, 0.174, -0.246, -0.377, -0.188, 0.104, -0.185, 0.080, 0.125, -0.251, 0.171, -0.246, -0.260, -0.185, -0.351, 0.071, 0.067, 0.119, 0.112, 0.146, 0.104, 0.101, 0.109, 0.954, 0.081, -0.221, 0.119, -0.112, -0.185, -0.201, 0.159, 0.123, -0.108, -0.020, 0.067, -0.240, 0.146, -0.169, 0.106, 0.133, -0.258, 0.101, 0.107, -0.246, 0.071, 0.120, 0.044, 0.086, 0.126, 0.075, 0.114, 0.068, 0.072, 0.106, 0.119, -0.121, 0.034, 0.148, 0.118, -0.262, -0.190, 0.069, 0.112, -0.099, 0.094, 0.059, 0.159, -0.195, 0.052, 0.107, -0.242, -0.221, 0.115, -0.191, 0.116, -0.231, 0.032, 0.111, 0.043, 0.089], "e_tot_ha": -2472.9310, "gap_ha": 0.30463, "spin_multiplicity": 1, "max_force_ev_per_a": 1.18}



Record 2
{"formula": "C12H19ClINO2PRu", "method": "the ωB97M-V functional and the def2-TZVPD basis", "elements": ["C", "H", "H", "C", "H", "Cl", "C", "H", "H", "H", "P", "H", "C", "C", "H", "C", "H", "H", "H", "H", "H", "O", "C", "H", "N", "C", "H", "C", "Ru", "I", "C", "C", "O", "C", "H", "H", "H", "H"], "xyz": [[1.446, -3.510, 2.299], [1.886, -3.349, 3.281], [1.345, -1.446, -1.359], [0.664, -2.596, 0.217], [0.175, 0.147, -3.701], [2.416, 0.545, -1.339], [1.229, -2.394, 1.467], [-0.065, -3.952, -1.252], [-3.395, 0.993, -0.679], [1.345, -5.662, 2.505], [-1.219, 0.862, -1.806], [0.408, -5.964, 0.183], [-0.898, 0.198, -3.477], [-1.236, 2.686, -1.985], [2.141, 6.172, -0.613], [0.598, -4.962, 0.562], [-1.372, 0.808, -4.258], [-1.296, -0.822, -3.578], [-3.552, 0.893, -2.433], [-0.249, -1.643, -1.396], [-3.195, -0.553, -1.482], [-1.893, 0.237, 1.749], [1.129, -4.796, 1.857], [1.479, -1.373, 1.766], [0.519, -1.521, -0.737], [2.189, 6.043, 0.486], [2.078, 7.014, 1.001], [-0.987, 0.221, 0.992], [0.328, 0.557, -0.229], [1.229, 2.884, 0.270], [-2.989, 0.516, -1.574], [1.091, 5.204, 1.057], [0.249, 5.434, 1.869], [0.355, -3.865, -0.252], [-1.687, 3.127, -1.084], [-0.187, 3.008, -2.057], [-1.762, 3.033, -2.885], [3.171, 5.575, 0.680]], "nbo_charge": [-0.160, 0.273, 0.470, 0.348, 0.265, -0.469, -0.175, 0.249, 0.267, 0.269, 0.967, 0.270, -0.965, -0.931, 0.281, -0.135, 0.276, 0.247, 0.264, 0.425, 0.247, -0.432, 0.063, 0.269, -0.870, -0.761, 0.272, 0.504, 0.162, 0.473, -0.958, 0.492, -0.364, -0.175, 0.257, 0.243, 0.265, 0.277], "e_tot_ha": -1867.2623, "gap_ha": [0.19771, 0.15685], "total_charge": 2, "s_squared": 8.807, "spin_multiplicity": 6, "max_force_ev_per_a": 6.83}



Record 3
{"formula": "C4H8N2O", "method": "the ωB97M-V functional and the def2-TZVPD basis", "elements": ["H", "N", "C", "H", "C", "H", "H", "H", "H", "C", "N", "H", "H", "C", "O"], "xyz": [[-0.378, -0.049, -2.113], [0.081, -0.480, 1.671], [0.811, -1.020, 0.446], [0.468, 1.651, 1.423], [0.369, 0.324, -0.158], [1.883, -1.118, 0.589], [-2.237, -1.376, 0.796], [1.332, 0.422, -2.060], [0.078, 1.650, -1.820], [0.345, 0.610, -1.631], [1.058, 1.231, 0.708], [0.396, -1.949, 0.052], [-1.490, 0.905, 1.182], [-0.927, 0.048, 0.793], [-1.789, -0.850, 0.122]], "nbo_charge": [0.234, -0.215, -0.282, 0.326, 0.046, 0.207, 0.474, 0.224, 0.221, -0.629, -0.410, 0.213, 0.152, 0.150, -0.712], "e_tot_ha": -341.7717, "gap_ha": [0.32525, 0.33504], "spin_multiplicity": 1, "max_force_ev_per_a": 2.73}



Record 4
{"formula": "C7H12N3OS", "method": "the ωB97M-V functional and the def2-TZVPD basis", "elements": ["C", "S", "C", "H", "C", "H", "H", "N", "C", "H", "O", "H", "H", "N", "C", "C", "C", "H", "H", "H", "H", "N", "H", "H"], "xyz": [[-0.197, 0.393, 1.231], [1.940, 0.652, -1.913], [2.920, -1.708, -0.968], [3.088, -1.875, -2.028], [-2.210, -0.662, 1.159], [-4.098, -1.390, 0.919], [-2.756, 0.113, -0.702], [-1.105, -0.492, 1.894], [1.023, 1.979, -1.059], [3.874, -1.760, -0.436], [0.910, 0.671, 1.692], [1.410, 2.071, -0.047], [-0.814, 1.314, -2.005], [-2.072, 0.046, 0.035], [2.272, -0.421, -0.699], [-0.844, 0.713, 0.035], [-0.477, 1.685, -1.031], [-0.981, 2.644, -0.858], [-3.320, -1.865, 2.374], [-0.924, -0.876, 2.808], [2.073, -0.129, 0.331], [-3.250, -1.464, 1.455], [1.224, 2.884, -1.628], [2.314, -2.522, -0.560]], "nbo_charge": [0.529, 0.611, -0.709, 0.241, 0.597, 0.417, 0.428, -0.571, -0.532, 0.283, -0.736, 0.288, 0.216, -0.504, -0.126, -0.132, -0.430, 0.239, 0.420, 0.437, 0.289, -0.786, 0.253, 0.277], "e_tot_ha": -911.3763, "gap_ha": 0.20387, "total_charge": 1, "spin_multiplicity": 1, "max_force_ev_per_a": 1.39}



Record 5
{"formula": "C5H5NO", "method": "the ωB97M-V functional and the def2-TZVPD basis", "elements": ["O", "H", "H", "C", "C", "C", "C", "H", "H", "H", "N", "C"], "xyz": [[2.847, 0.302, 0.175], [-1.691, -1.198, -0.478], [0.484, 2.170, 0.041], [-0.660, 0.348, 0.263], [-0.734, -0.740, -0.463], [0.431, -1.145, -1.122], [1.698, 0.394, -0.129], [1.422, -2.439, -2.192], [0.736, 1.416, 1.634], [-1.352, 0.794, 0.936], [0.574, -2.010, -1.925], [0.601, 1.180, 0.442]], "nbo_charge": [-0.506, 0.231, 0.263, -0.075, -0.331, 0.283, 0.554, 0.380, 0.230, 0.207, -0.637, -0.599], "e_tot_ha": -323.3825, "gap_ha": 0.29723, "spin_multiplicity": 1, "max_force_ev_per_a": 5.10}



Record 6
{"formula": "C4H5NO3S", "method": "the ωB97M-V functional and the def2-TZVPD basis", "elements": ["C", "C", "H", "N", "O", "C", "C", "H", "O", "H", "H", "S", "O", "H"], "xyz": [[0.008, 0.235, -0.133], [2.212, 1.538, -0.078], [2.661, 1.484, 0.917], [0.533, -0.889, -0.031], [0.793, 1.508, -0.078], [-1.731, -1.583, 0.053], [-0.458, -1.919, 0.115], [-2.597, -2.209, 0.149], [-2.382, 0.615, -1.328], [2.558, 2.573, -0.313], [-0.118, -2.808, 0.440], [-1.796, 0.158, -0.112], [-2.357, 0.556, 1.103], [2.673, 0.741, -0.704]], "nbo_charge": [0.312, -0.263, 0.183, -0.463, -0.505, -0.516, 0.013, 0.264, -0.887, 0.206, 0.205, 2.153, -0.899, 0.198], "e_tot_ha": -833.9603, "gap_ha": 0.35674, "spin_multiplicity": 1, "max_force_ev_per_a": 5.17}